No. 1
DFT (ωB97M-V with the def2-TZVPD basis set) results for B2H24NiO8 as an isolated structure at a distorted geometry.

E_HOMO (alpha / beta) = -9.90 / -10.06 eV
LUMO energy (alpha / beta) = -0.0214 / -0.0369 Eh
Energy relative to the best compared isomer or geometry (same formula, charge and spin) = 0.00 kcal/mol
Total energy = -59161.7204 eV
Multiplicity = 3
Gap between HOMO and LUMO (alpha / beta) = 0.343 / 0.333 Eh

XYZ file:
```
35
Properties=species:S:1:pos:R:3:forces:R:3
Ni -1.272 -1.126 -0.580 0.1 0.4 1.4
B -1.595 -2.275 1.357 -0.4 -0.5 -0.6
H -2.598 -2.338 0.750 -1.5 -0.2 -1.1
H -0.823 -2.897 0.754 1.2 -0.7 -0.6
H -1.350 -1.152 1.451 0.5 1.3 0.5
H -1.806 -2.821 2.345 -0.1 -0.3 1.2
B 0.523 0.172 0.135 0.2 -0.1 -0.8
H -0.573 0.462 0.359 -1.5 0.2 0.2
H 1.203 0.773 0.825 0.7 0.5 1.0
H 0.689 -0.958 0.273 0.5 -1.3 0.3
H 0.767 0.491 -0.946 0.3 0.3 -1.4
O -1.225 -0.013 -2.319 -0.1 0.1 -0.6
H -0.497 0.621 -2.540 0.0 -0.3 0.4
H -1.792 -0.047 -3.097 -0.1 -0.1 0.2
O -0.004 -2.512 -1.484 0.1 -0.5 -0.7
H 0.694 -2.304 -2.116 -0.1 0.3 0.1
H 0.248 -3.355 -1.083 -0.2 0.2 0.3
O 0.656 1.397 -3.623 -0.1 -0.1 -0.4
H 0.508 0.852 -4.405 0.1 0.2 0.0
H 1.593 1.630 -3.659 0.0 0.0 0.4
O -2.995 0.043 -0.098 -0.7 0.0 -0.2
H -3.305 0.942 -0.267 0.4 0.1 -0.1
H -3.705 -0.391 0.394 0.3 -0.2 0.1
O 1.568 2.378 2.605 0.0 -0.1 -0.3
H 2.515 2.230 2.693 -0.1 0.0 0.0
H 1.295 1.818 1.850 0.2 0.4 0.6
O 3.229 1.010 -0.966 -0.1 -0.3 0.0
H 3.226 1.862 -0.519 -0.1 0.0 0.0
H 2.451 0.539 -0.599 0.6 0.5 -0.3
O -1.060 2.811 1.038 -0.2 -0.2 -0.2
H -1.080 2.756 2.000 0.1 0.0 0.0
H -0.684 1.960 0.750 -0.2 0.5 0.2
O 1.506 -1.052 3.156 0.1 -0.1 -0.1
H 1.381 -0.936 2.204 -0.1 0.0 0.2
H 2.312 -0.567 3.358 -0.1 0.0 0.0
```
Positions in Å, forces in eV/Å.

---

No. 2
DFT (ωB97M-V with the def2-TZVPD basis set) results for a 13-piece molecular cluster, C5H34NO14 overall at a distorted geometry.

E_HOMO = -6.62 eV
LUMO energy = 0.0915 Eh
Charge = -1
Energy relative to the best compared isomer or geometry (same formula, charge and spin) = 27.28 kcal/mol
Total energy = -35896.1671 eV
Gap between HOMO and LUMO = 0.335 Eh

XYZ file:
```
54
Properties=species:S:1:pos:R:3:forces:R:3
O -1.514 -0.912 1.804 -0.2 0.0 0.2
C -0.274 -0.870 1.599 0.3 0.1 -0.9
O 0.588 -1.522 2.221 0.1 -0.2 0.1
C 0.282 0.016 0.433 -0.2 0.1 1.9
C 1.159 1.112 1.091 -0.7 -0.1 -0.8
C 1.844 1.925 -0.008 0.5 -0.6 0.2
C 0.374 1.919 2.123 -0.2 -0.4 1.0
N -0.735 0.553 -0.432 0.1 -0.3 -0.9
H 1.007 -0.634 -0.060 -0.4 0.1 -0.6
H 1.883 0.481 1.608 0.4 0.5 0.1
H 2.538 2.632 0.451 0.1 0.0 -0.2
H 1.226 2.448 -0.737 -0.4 0.0 0.4
H 2.396 1.173 -0.586 0.3 0.3 0.0
H -0.716 1.876 2.004 0.1 0.2 -0.3
H 0.671 2.956 2.275 0.1 0.0 -0.4
H 0.529 1.443 3.099 -0.1 0.0 0.0
H -1.377 -0.195 -0.673 -0.1 0.1 0.1
H -1.300 1.267 0.009 0.1 0.0 0.2
H -0.763 1.697 -3.549 0.0 -0.2 0.0
H -2.174 2.327 -3.290 -0.1 -0.4 -0.2
O -1.317 2.491 -3.696 -0.7 -0.1 -0.7
H 1.163 0.421 -3.022 0.0 -0.1 -1.0
H -0.020 0.547 -2.188 -0.8 -0.3 -0.1
O 0.200 0.254 -3.108 -1.5 1.0 1.6
H 3.920 -1.702 -1.099 -0.1 0.0 0.1
H 2.516 -1.890 -0.614 0.1 0.0 0.3
O 3.010 -1.493 -1.342 0.4 -0.4 0.1
H -0.503 -1.536 -4.302 0.1 0.5 0.2
H -0.029 -0.509 -5.351 0.0 0.3 0.4
O -0.379 -1.390 -5.241 -0.2 -1.0 -0.7
H -2.235 -3.388 3.020 -0.1 -0.2 -0.1
H -2.426 -2.588 1.775 0.1 -0.2 0.0
O -2.569 -3.494 2.115 0.2 0.2 0.1
H -4.085 2.938 0.673 0.3 -0.5 0.1
H -2.560 3.180 0.596 -0.2 -0.4 0.2
O -3.413 3.526 0.330 0.0 1.1 -0.5
H -0.797 -4.606 1.556 -0.1 -0.1 0.3
H 0.528 -4.284 0.955 0.3 0.0 0.1
O 0.116 -4.942 1.524 -0.3 0.2 -0.2
H -0.057 -2.706 3.799 0.4 0.0 0.5
H -1.091 -1.762 3.987 -0.1 0.4 0.5
O -0.559 -2.344 4.556 -0.5 -0.3 -0.9
H 3.430 -2.710 2.129 -0.1 0.0 -0.1
H 2.175 -1.870 1.803 -0.3 0.0 0.0
O 3.039 -2.168 1.438 0.3 -0.1 -0.1
H -2.907 0.182 1.599 0.2 0.1 -0.7
H -3.334 1.333 2.374 -0.3 0.4 0.0
O -3.416 1.016 1.467 0.3 -0.5 0.8
H -0.553 3.945 -1.070 -0.2 0.1 0.1
H -0.852 3.398 -2.511 0.0 -0.1 -0.3
O -0.166 3.740 -1.921 0.9 0.8 1.0
H 2.070 -0.994 -3.456 -0.1 -0.3 -0.3
H 3.004 -0.173 -2.678 -0.1 0.1 -0.4
O 2.451 -0.114 -3.480 2.4 0.0 0.0
```
Positions in Å, forces in eV/Å.

---

No. 3
DFT (ωB97M-V with the def2-TZVPD basis set) results for a 2-piece molecular cluster, C8H20NSi overall at a distorted geometry.

E_HOMO = -11.07 eV
LUMO energy = -0.1458 Eh
Charge = +1
Energy relative to the best compared isomer or geometry (same formula, charge and spin) = 98.73 kcal/mol
Total energy = -17976.5620 eV
Gap between HOMO and LUMO = 0.261 Eh

XYZ file:
```
30
Properties=species:S:1:pos:R:3:forces:R:3
C -0.330 -3.066 0.359 -0.6 -1.3 1.1
C 0.241 -1.908 0.576 3.1 1.5 0.3
C 3.908 -0.701 0.269 1.9 3.1 -2.8
C -2.457 3.102 0.740 0.4 1.2 0.1
C -3.186 0.759 0.641 0.2 -1.9 -1.4
C 0.938 -1.748 -2.542 2.0 -0.5 0.0
C 2.640 0.100 -0.224 -1.7 -1.5 1.5
C -0.742 1.156 0.633 2.2 1.8 1.2
N -2.104 1.725 0.343 -0.2 -2.1 -3.8
Si 1.192 -1.064 -0.782 -0.2 0.9 0.2
H -0.628 -3.639 1.266 -0.1 0.0 -1.2
H -0.453 -3.442 -0.648 -0.3 -0.3 0.2
H 0.617 -1.596 1.590 -1.1 -0.2 -0.9
H 3.840 -1.579 0.920 0.0 0.4 -0.5
H 4.479 -0.761 -0.746 -0.9 -1.5 1.6
H 4.645 0.115 0.601 -1.2 -1.3 0.8
H -2.041 3.750 -0.047 -0.5 0.0 0.3
H -3.522 3.342 0.989 0.8 -0.7 -0.7
H -1.886 3.325 1.625 0.2 0.0 0.4
H -3.122 0.679 1.679 -0.7 -0.3 1.8
H -4.090 1.219 0.260 -0.4 -0.3 0.3
H -3.051 -0.343 0.206 0.1 2.8 0.6
H -0.120 -2.040 -2.574 0.4 -0.2 -0.5
H 1.235 -1.021 -3.328 -0.7 -0.1 0.6
H 1.714 -2.616 -2.811 -1.9 1.4 1.0
H 2.957 0.847 -0.941 -0.2 0.0 -0.2
H 2.050 0.590 0.604 0.9 -0.1 -0.6
H -0.015 2.000 0.254 -1.2 -1.3 0.8
H -0.671 1.192 1.798 0.1 -0.3 -1.8
H -2.040 1.624 -0.709 -0.4 1.0 1.3
```
Positions in Å, forces in eV/Å.

---

No. 4
DFT (ωB97M-V with the def2-TZVPD basis set) results for C3H9BO5PTl as an isolated structure at a distorted geometry.

E_HOMO = -17.52 eV
LUMO energy = -0.3729 Eh
Charge = +2
Total energy = -28131.7703 eV
Gap between HOMO and LUMO = 0.271 Eh

XYZ file:
```
20
Properties=species:S:1:pos:R:3:forces:R:3
O 1.897 -1.170 2.345 -0.1 -0.1 -0.2
P 1.988 -1.400 0.905 0.7 0.2 0.5
B 0.225 -0.350 0.187 -2.2 -0.4 -0.3
C 1.281 0.659 -0.898 1.1 -0.5 -0.2
O 2.328 1.289 -0.394 0.2 0.3 0.5
O 1.872 1.997 0.760 0.0 0.3 -0.3
O -0.605 0.188 1.119 0.6 1.0 0.2
C -1.916 0.256 0.571 -0.1 -0.2 -0.1
C -1.815 -0.570 -0.761 0.2 -0.1 0.6
O -0.527 -1.159 -0.658 0.6 0.3 -1.3
H 1.674 -2.670 0.398 -0.1 0.0 -0.1
H 3.049 -0.808 0.206 0.0 -0.1 -0.1
H 1.644 0.010 -1.690 -0.1 -0.1 -0.1
H 0.469 1.320 -1.220 -0.4 -0.2 0.5
H 2.408 2.813 0.711 0.0 -0.1 0.1
H -2.125 1.308 0.370 -0.1 0.0 0.0
H -2.637 -0.103 1.309 0.1 -0.2 0.1
H -2.536 -1.375 -0.951 0.2 -0.1 0.4
H -1.876 0.108 -1.620 0.3 -0.1 -0.1
Tl -4.797 -0.343 -0.688 -0.9 0.1 0.0
```
Positions in Å, forces in eV/Å.

---

No. 5
DFT (ωB97M-V with the def2-TZVPD basis set) results for C3H7N2 as an isolated structure at a distorted geometry.

E_HOMO (alpha / beta) = -12.93 / -15.67 eV
LUMO energy (alpha / beta) = -0.2616 / -0.1609 Eh
Charge = +1
Energy relative to the best compared isomer or geometry (same formula, charge and spin) = 141.66 kcal/mol
Total energy = -6191.3685 eV
Gap between HOMO and LUMO (alpha / beta) = 0.213 / 0.415 Eh

XYZ file:
```
12
Properties=species:S:1:pos:R:3:forces:R:3
C 0.175 -0.275 0.229 -1.7 -0.3 -1.3
C 1.631 -1.110 1.141 -0.2 -1.8 2.1
C -2.150 1.548 -1.647 -0.4 2.6 1.3
N 0.426 -1.583 0.390 1.7 3.2 -1.3
N 1.221 0.233 0.818 1.1 2.0 -0.1
H 1.328 -1.475 2.154 1.1 1.0 -0.2
H 2.658 -1.337 0.856 -0.3 -0.5 -0.4
H -2.669 0.762 -2.194 0.9 0.1 -0.2
H -1.322 2.280 -1.913 -0.8 -1.9 -0.3
H -2.833 2.130 -0.952 0.8 -1.2 -0.5
H -0.222 -2.296 0.497 -1.1 -1.7 0.4
H 1.759 1.123 0.623 -1.0 -1.6 0.5
```
Positions in Å, forces in eV/Å.

---

No. 6
DFT (ωB97M-V with the def2-TZVPD basis set) results for C39H33BrILuN5O2 as an isolated structure at a distorted geometry.

E_HOMO = -10.71 eV
LUMO energy = -0.0860 Eh
Charge = +1
Energy relative to the best compared isomer or geometry (same formula, charge and spin) = 2.12 kcal/mol
Total energy = -164287.3905 eV
Gap between HOMO and LUMO = 0.308 Eh

XYZ file:
```
82
Properties=species:S:1:pos:R:3:forces:R:3
Lu 0.237 -0.186 -0.095 -0.4 -0.2 1.4
C -1.837 0.112 2.748 0.1 0.0 0.0
C -1.174 1.306 3.396 0.0 0.0 0.0
C -0.667 2.401 2.501 0.0 0.0 -0.1
C -0.565 3.674 3.054 0.0 0.1 0.1
C -0.062 4.718 2.307 0.0 0.0 0.0
C 0.323 4.462 1.001 0.0 0.1 0.0
C 0.175 3.181 0.518 0.0 -0.1 0.0
N -0.307 2.149 1.236 0.1 -0.2 -0.3
N -0.913 -0.892 2.182 0.1 0.0 -0.2
C 0.084 -1.322 3.174 0.0 0.0 0.0
C 1.425 -0.649 3.076 0.0 0.0 0.0
C 2.311 -0.784 4.134 0.0 0.0 0.1
C 3.606 -0.328 3.994 0.0 0.0 0.1
C 3.980 0.256 2.794 0.1 0.0 0.1
C 3.034 0.379 1.800 -0.1 0.1 0.1
N 1.767 -0.048 1.937 -0.1 -0.1 -0.5
C -1.715 -2.066 1.819 -0.1 0.1 0.0
C -2.666 -1.803 0.689 0.0 0.0 -0.1
C -3.867 -2.490 0.626 -0.1 0.0 0.0
C -4.661 -2.361 -0.501 0.0 0.0 0.0
C -4.220 -1.548 -1.531 -0.1 0.0 0.0
C -3.022 -0.881 -1.377 0.0 0.1 0.1
N -2.256 -0.979 -0.283 0.2 0.0 0.0
H -2.510 0.444 1.957 0.0 0.0 0.0
H -2.451 -0.382 3.512 0.0 0.0 0.0
H -0.352 0.987 4.042 0.0 0.0 0.0
H -1.909 1.752 4.067 0.0 0.0 0.0
H -0.883 3.828 4.077 0.0 0.0 0.0
H 0.026 5.710 2.732 0.0 0.0 0.0
H 0.734 5.233 0.363 0.0 0.0 0.0
H 0.460 2.963 -0.500 0.0 0.0 0.1
H 0.283 -2.385 3.033 0.0 0.0 -0.1
H -0.313 -1.210 4.188 0.0 -0.1 0.1
H 1.987 -1.276 5.043 0.0 0.0 0.0
H 4.319 -0.441 4.801 0.0 0.0 0.0
H 4.987 0.610 2.625 0.0 0.0 0.0
H 3.284 0.829 0.852 0.0 0.0 0.0
H -2.271 -2.437 2.687 0.0 0.0 0.0
H -1.033 -2.854 1.503 0.0 0.0 0.0
H -4.163 -3.128 1.449 0.0 0.0 0.0
H -5.601 -2.891 -0.574 0.0 0.0 0.0
H -4.788 -1.421 -2.442 0.0 0.0 0.0
H -2.662 -0.239 -2.164 0.0 0.0 0.0
Br -3.515 1.024 -4.723 0.1 0.0 0.1
C -3.440 2.646 -3.753 -0.1 0.2 0.0
C -4.464 3.563 -3.951 0.0 0.0 0.0
C -4.451 4.771 -3.272 0.0 0.0 0.0
C -3.420 5.071 -2.394 0.0 0.0 0.1
C -2.395 4.160 -2.195 -0.2 0.2 0.0
C -2.406 2.954 -2.878 -0.2 -0.3 0.1
I -0.778 1.702 -2.566 0.6 0.0 -0.6
H -5.265 3.323 -4.637 0.0 0.0 0.0
H -5.250 5.482 -3.437 0.0 0.0 0.0
H -3.409 6.014 -1.864 0.0 0.0 0.0
H -1.585 4.388 -1.514 0.0 0.0 0.0
C 4.172 1.486 -3.099 0.0 0.0 0.0
C 3.479 0.316 -3.368 0.0 0.1 0.0
C 2.408 -0.060 -2.562 0.0 0.0 -0.1
C 1.987 0.690 -1.451 -0.2 0.0 0.2
C 2.723 1.865 -1.217 0.2 0.0 -0.1
C 3.788 2.265 -2.013 0.0 0.0 -0.1
H 5.003 1.788 -3.725 0.0 0.0 0.0
H 3.766 -0.304 -4.209 0.0 0.0 0.0
H 1.880 -0.968 -2.832 0.0 0.0 0.0
H 2.486 2.501 -0.369 0.0 0.0 0.0
H 4.319 3.183 -1.788 0.0 0.0 0.0
O 2.338 -3.352 1.887 0.0 0.0 0.2
C 1.891 -3.323 0.770 -0.1 0.1 -0.3
N 1.043 -2.330 0.252 0.1 -0.2 -0.1
C 0.725 -2.662 -1.017 0.0 -0.1 0.0
O 0.004 -1.893 -1.688 0.1 0.1 -0.1
C 1.356 -3.944 -1.416 -0.1 0.2 -0.1
C 1.328 -4.668 -2.588 0.0 0.0 -0.1
C 2.083 -5.840 -2.625 0.0 0.0 0.0
C 2.828 -6.247 -1.521 0.0 0.0 0.0
C 2.845 -5.500 -0.342 0.0 -0.1 0.0
C 2.095 -4.347 -0.317 0.0 0.0 0.1
H 0.751 -4.339 -3.444 0.0 0.0 0.0
H 2.092 -6.441 -3.525 0.0 0.0 0.0
H 3.408 -7.159 -1.581 0.0 0.0 0.0
H 3.425 -5.809 0.518 0.0 0.0 0.0
```
Positions in Å, forces in eV/Å.

---

No. 7
DFT (ωB97M-V with the def2-TZVPD basis set) results for C16H36ClN2O4Zn as an isolated structure at a distorted geometry.

E_HOMO = -18.87 eV
LUMO energy = -0.5583 Eh
Charge = +3
Total energy = -89237.8384 eV
Gap between HOMO and LUMO = 0.135 Eh

XYZ file:
```
60
Properties=species:S:1:pos:R:3:forces:R:3
Zn 2.223 1.063 -3.025 11.1 3.7 -1.4
Cl 0.142 -0.544 -2.271 -8.6 -7.9 6.9
O 0.152 -0.270 -0.855 1.8 -0.9 -7.1
O 0.763 0.592 -2.896 -6.4 0.1 -2.7
O 0.789 -1.781 -2.446 2.3 1.2 -3.1
O -1.284 -0.729 -2.503 2.6 0.2 -2.8
C -2.227 -4.330 -0.955 0.6 -0.6 -1.3
C -1.678 -3.514 0.193 1.1 -1.1 0.5
C -0.730 -2.318 -0.160 -1.5 -1.1 -0.3
N 0.680 -2.354 0.446 -0.1 -1.0 0.4
C 1.525 -3.405 -0.384 -1.0 0.2 1.2
C 0.572 -2.806 1.918 2.9 1.2 0.5
C 1.894 -2.230 2.604 -0.5 -1.0 -0.2
C 2.381 -1.081 1.765 -0.6 0.2 -1.0
C 1.372 -1.010 0.612 1.7 0.1 1.9
H -1.432 -4.934 -1.392 0.8 0.6 -0.5
H -2.677 -3.757 -1.765 -0.3 -0.1 0.2
H -2.783 -5.234 -0.709 -1.0 0.8 0.7
H -1.085 -4.282 0.690 0.1 0.2 0.6
H -2.455 -3.247 0.910 0.1 0.4 -0.1
H -1.302 -1.427 0.099 0.5 -0.1 0.7
H -0.568 -2.210 -1.232 -0.8 -1.5 1.2
H 2.519 -3.487 0.055 -0.1 0.2 -0.1
H 1.498 -3.203 -1.454 0.4 0.1 0.8
H 0.996 -4.349 -0.249 0.1 0.0 0.2
H 0.635 -3.888 2.035 -0.9 0.2 -0.2
H -0.211 -2.226 2.407 -0.6 -0.8 -0.5
H 2.699 -2.966 2.593 -0.4 -0.3 0.6
H 1.591 -1.940 3.610 0.5 -0.2 0.0
H 3.357 -1.224 1.302 0.2 -0.2 0.5
H 2.401 -0.124 2.287 0.0 -0.2 0.0
H 1.862 -0.644 -0.290 0.6 -0.8 0.5
H 0.614 -0.252 0.808 0.5 -0.6 1.2
C 2.284 2.368 1.468 0.4 -1.6 0.7
C 1.377 3.402 0.882 2.3 0.7 -0.8
C -0.043 3.316 1.279 -1.5 0.0 0.3
N -1.006 2.866 0.175 -0.8 0.9 -0.7
C -2.408 2.737 0.754 0.2 -0.5 -1.6
C -0.706 1.533 -0.555 -0.3 3.8 0.6
C -1.460 1.648 -1.902 -1.3 1.2 -0.1
C -1.827 3.143 -2.138 0.6 0.4 0.6
C -1.076 3.905 -1.001 0.0 -0.8 -0.6
H 3.304 2.687 1.682 -0.2 0.4 0.0
H 2.416 1.445 0.903 -0.2 -0.1 -0.4
H 1.848 2.032 2.409 0.2 0.0 0.2
H 1.542 3.476 -0.192 -0.4 -0.2 -0.4
H 1.924 4.303 1.160 -1.1 0.7 0.4
H -0.410 4.255 1.694 -0.2 0.3 -0.7
H -0.225 2.679 2.144 0.2 -0.6 -0.2
H -3.048 2.362 -0.045 -0.1 0.7 -0.5
H -2.716 3.745 1.031 -0.3 -0.6 0.8
H -2.492 1.832 1.357 0.5 0.8 1.2
H -0.899 0.617 0.004 -1.4 2.0 1.0
H 0.372 1.532 -0.720 -0.2 1.2 0.5
H -2.320 0.977 -1.904 -0.2 0.6 0.1
H -0.894 1.337 -2.779 -1.0 1.0 0.8
H -2.891 3.363 -2.232 0.0 -0.2 0.5
H -1.422 3.467 -3.097 0.1 0.1 0.0
H -1.375 4.924 -0.758 -1.0 -0.4 0.7
H -0.082 4.159 -1.369 0.5 -0.8 0.3
```
Positions in Å, forces in eV/Å.

---

No. 8
DFT (ωB97M-V with the def2-TZVPD basis set) results for the molecule CH2BrCl2P at a distorted geometry.

E_HOMO = -9.24 eV
LUMO energy = -0.0225 Eh
Structure (SMILES) = C=P(Cl)(Cl)Br
Energy relative to the best compared isomer or geometry (same formula, charge and spin) = 26.40 kcal/mol
Total energy = -105445.5048 eV
Gap between HOMO and LUMO = 0.317 Eh

XYZ file:
```
7
Properties=species:S:1:pos:R:3:forces:R:3
C -0.004 -0.914 0.867 0.6 1.9 -0.2
P 0.061 0.283 -0.275 0.6 -0.3 -1.2
Cl 1.230 1.858 0.204 -0.4 -0.2 0.4
Cl 0.935 0.165 -2.273 0.2 -0.7 1.0
Br -1.827 0.804 -1.275 -0.4 0.1 0.8
H -0.901 -1.458 0.939 -0.9 -0.8 -0.3
H 0.506 -0.737 1.812 0.3 -0.1 -0.5
```
Positions in Å, forces in eV/Å.